210
Properties=species:S:1:pos:R:3:forces:R:3 method="wB97M-V/def2-TZVPD" e_homo_ev=-7.94 e_tot_ev=-92237.174 lumo_energy_ev=0.48
C 0.60020 -0.29126 1.39324 -0.95 1.29 1.30
C 1.23780 -0.13963 0.06227 1.15 -0.56 -2.36
C 1.98384 -1.47334 -0.37921 -0.45 1.06 -0.02
C 0.08190 0.15393 -0.96217 1.41 0.40 -1.24
C 0.55358 0.86237 -2.29251 0.33 -0.07 1.02
C 1.47734 2.08449 -2.00207 -0.79 -1.04 -0.17
C 2.70635 1.73108 -1.12234 -0.64 2.20 0.21
C 3.71950 1.04294 -2.00736 0.79 -0.95 0.84
C 3.27769 3.16915 -0.63555 0.38 -1.02 0.56
N 2.25943 0.98260 0.10777 -2.57 1.04 -1.73
O 3.31217 0.62588 0.90027 1.39 -0.52 0.72
H -0.37899 -0.76986 1.40812 0.54 -1.26 -0.26
H 1.26403 -0.56099 2.21464 -0.10 -0.47 -0.11
H 0.17262 0.67507 1.66059 0.53 0.72 0.17
H 2.78906 -1.69775 0.32034 -0.20 -0.11 0.02
H 1.31858 -2.32767 -0.50426 -0.14 0.00 0.43
H 2.43892 -1.34211 -1.36094 -0.04 0.04 0.05
H -0.27916 -0.84569 -1.20401 -0.41 0.13 -0.08
H -0.73457 0.75234 -0.55795 0.07 -0.02 0.40
H 1.05890 0.16693 -2.96268 0.44 -0.26 0.29
H -0.28766 1.15232 -2.92206 -0.35 0.28 0.35
H 0.91889 2.93399 -1.60887 -0.17 -0.21 0.48
H 1.79839 2.43735 -2.98212 0.47 0.08 0.05
H 3.41648 0.01020 -2.17974 -0.14 0.22 -0.61
H 4.65400 0.91117 -1.46196 0.21 0.22 0.05
H 3.93639 1.58455 -2.92808 -0.20 -0.05 0.05
H 4.30592 3.10769 -0.27912 0.12 -0.54 0.26
H 2.70394 3.55732 0.20601 -0.30 -0.23 0.01
H 3.37876 4.00808 -1.32408 -0.62 -0.45 -0.82
H 3.10295 1.03284 1.74420 0.17 0.03 0.18
C -7.10731 -2.78128 2.05586 0.35 -1.00 -1.89
C -5.74641 -2.95130 1.33734 -0.17 0.12 -0.24
C -4.79232 -3.71183 2.26890 -0.16 -0.28 -0.59
C -6.00430 -3.74358 -0.02986 -0.43 0.07 1.45
C -4.92146 -3.69356 -1.04675 1.54 1.63 0.34
C -4.39767 -2.18818 -1.23423 -1.82 -2.48 -0.53
C -4.26004 -1.33175 0.02555 -0.28 0.73 -0.66
C -2.85651 -1.56959 0.60079 -0.36 0.21 0.31
C -4.54590 0.11908 -0.53383 2.32 -0.25 1.35
N -5.35181 -1.56004 1.03634 0.03 -1.58 -3.19
O -5.22845 -0.79903 2.17678 0.82 0.49 0.83
H -7.52000 -3.78934 2.09591 -0.25 0.01 0.68
H -7.10685 -2.23256 2.99766 0.04 -0.17 -0.27
H -7.62555 -2.31684 1.21690 -0.79 0.62 0.72
H -5.31534 -4.60166 2.61926 -0.24 0.27 0.63
H -3.92559 -4.17772 1.80004 0.30 0.54 -0.23
H -4.51341 -2.99717 3.04322 0.17 -0.50 0.31
H -6.12925 -4.79412 0.23253 -0.21 -0.12 0.34
H -6.93965 -3.47231 -0.51938 -0.20 0.50 0.34
H -4.08724 -4.30729 -0.70686 0.24 -0.04 0.02
H -5.26933 -4.15306 -1.97192 0.09 0.31 -0.20
H -5.12950 -1.69250 -1.87206 -0.05 -0.11 -0.19
H -3.48486 -2.29578 -1.82015 0.15 0.63 0.35
H -2.07424 -1.60532 -0.15741 -0.15 0.31 -0.07
H -2.85653 -2.54943 1.07831 0.08 0.08 0.07
H -2.62115 -0.82299 1.35928 0.13 0.01 0.05
H -3.75903 0.47576 -1.19846 0.02 -0.63 -0.80
H -4.24053 0.76671 0.28802 -1.16 0.58 0.44
H -5.52023 0.25762 -1.00243 0.05 -0.03 0.53
H -5.74842 -0.01740 1.97602 -0.15 0.14 0.15
C 2.09645 -5.14958 1.35626 -0.54 -0.54 -1.01
C 3.38418 -5.70924 0.65655 1.11 0.06 0.18
C 4.59975 -5.16777 1.45790 -0.03 0.17 1.04
C 3.47399 -7.29326 0.76774 0.23 -0.10 -1.12
C 2.82909 -8.01541 -0.40955 -1.93 1.22 0.81
C 3.25566 -7.48997 -1.75259 0.45 -1.59 0.32
C 3.03015 -6.02024 -1.95996 0.59 0.96 1.16
C 3.67090 -5.54222 -3.25399 0.73 -0.16 0.28
C 1.56786 -5.72928 -2.01133 -2.28 0.49 -1.35
N 3.67544 -5.29413 -0.79281 0.30 -2.08 0.72
O 3.62589 -3.90081 -0.92578 -0.84 0.19 -0.13
H 1.76834 -5.63481 2.27550 0.96 -0.24 0.38
H 2.12877 -4.07817 1.55405 0.12 -0.03 -0.29
H 1.21696 -5.38935 0.75868 -0.02 0.41 -0.52
H 4.51475 -5.59694 2.45625 0.38 -0.60 0.04
H 5.59578 -5.31738 1.04121 -0.20 -0.79 -0.24
H 4.66597 -4.12634 1.77279 -0.89 0.60 -0.68
H 4.49321 -7.67946 0.75554 0.46 0.68 0.40
H 2.98855 -7.71060 1.64994 0.11 0.58 0.35
H 2.85603 -9.10005 -0.30501 0.40 0.02 -0.14
H 1.78022 -7.74798 -0.28126 -0.51 -0.33 -0.21
H 2.67684 -8.03519 -2.49811 0.09 0.04 -0.33
H 4.28608 -7.84031 -1.81258 0.40 0.60 -0.67
H 3.36313 -6.15481 -4.10140 -0.52 0.18 0.01
H 4.74747 -5.70788 -3.21305 0.17 0.31 0.20
H 3.45433 -4.48242 -3.38819 0.06 -0.12 -0.30
H 0.85123 -6.51298 -1.76567 0.32 -0.06 1.41
H 1.15770 -5.65470 -3.01847 0.73 0.33 -0.82
H 1.31422 -4.74338 -1.62178 -0.05 -0.23 0.56
H 4.49285 -3.60141 -0.64234 0.23 -0.01 -0.10
C -3.68749 4.01210 -3.29557 -0.14 1.94 0.80
C -2.59124 4.56369 -2.33329 0.99 0.67 0.02
C -2.20631 3.46726 -1.37463 0.34 -1.93 0.61
C -1.32361 4.74760 -3.17232 0.93 1.00 -1.32
C -1.20483 6.09992 -3.88159 0.43 -0.21 -0.75
C -1.49680 7.29318 -3.02765 -0.33 -0.39 0.02
C -2.78521 7.14525 -2.26119 -0.98 0.52 0.47
C -2.75631 8.29228 -1.18713 -0.71 -0.79 0.23
C -4.03833 7.30216 -3.16644 -1.16 0.83 0.95
N -2.81291 5.85103 -1.56793 2.91 -0.90 -2.37
O -3.76428 5.73612 -0.60795 -1.26 -0.23 1.04
H -4.57556 3.93764 -2.66796 -0.23 -0.93 -0.33
H -3.94854 4.76945 -4.03474 0.14 0.08 -0.12
H -3.31186 3.15578 -3.85566 -0.42 -0.30 0.55
H -2.06478 2.57613 -1.98614 -0.03 -0.22 -0.27
H -1.23641 3.51800 -0.87985 0.14 0.89 -0.03
H -2.86037 3.08538 -0.59074 -0.75 0.63 -0.09
H -0.35522 4.59081 -2.69722 -0.33 -0.13 0.85
H -1.31462 4.04049 -4.00178 -0.16 -0.46 0.19
H -0.19477 6.27913 -4.25003 0.31 -0.52 -0.03
H -1.77196 6.05249 -4.81121 -0.55 0.37 0.09
H -1.55787 8.17029 -3.67190 0.06 0.25 0.22
H -0.71214 7.41924 -2.28165 0.24 0.08 -0.14
H -2.84982 9.26288 -1.67426 0.11 -0.05 0.03
H -1.88955 8.27101 -0.52655 0.51 -0.11 -0.52
H -3.55216 8.17746 -0.45123 -0.50 0.09 -0.39
H -4.83872 6.65556 -2.80674 0.13 -0.37 0.00
H -4.03971 7.22446 -4.25367 0.79 -0.23 0.04
H -4.47629 8.27390 -2.93834 0.08 0.35 -0.31
H -3.19073 5.54775 0.13847 -0.50 -0.02 0.65
C -3.30370 4.85188 5.84885 -0.48 -0.71 -0.21
C -2.23144 3.93185 5.28126 1.15 -1.40 -0.36
C -1.39184 3.20974 6.40871 -0.49 0.73 -0.61
C -3.06988 2.75662 4.46137 1.13 2.47 0.56
C -2.18935 2.09901 3.45856 1.32 -1.36 0.00
C -1.62016 3.09845 2.44973 -0.19 -0.62 1.77
C -0.66077 4.06835 3.24787 -0.75 1.71 -3.16
C 0.67448 3.39750 3.54818 0.23 -1.19 0.09
C -0.43512 5.25235 2.21110 0.89 0.67 0.39
N -1.36855 4.70379 4.35665 -2.47 -2.62 -1.60
O -0.68364 5.70647 4.95826 1.11 0.94 1.19
H -3.83335 4.12608 6.46594 -0.74 0.59 0.27
H -3.12792 5.76879 6.41140 0.87 -0.33 0.27
H -3.91433 5.18227 5.00857 -0.30 -0.21 0.02
H -2.09613 2.68091 7.05091 0.22 0.01 0.27
H -0.64622 2.51048 6.03031 -0.35 -0.16 -0.27
H -0.79845 3.93789 6.96170 -0.29 0.13 0.22
H -3.52608 2.09233 5.19533 0.00 0.06 -0.09
H -3.81222 3.31577 3.89180 -0.49 -0.13 0.22
H -1.33771 1.63921 3.95995 0.44 0.23 0.44
H -2.56127 1.15940 3.05003 -0.92 0.32 -0.58
H -2.46200 3.60720 1.98006 0.13 0.45 -0.01
H -1.09073 2.54552 1.67380 0.33 0.32 -0.01
H 0.55596 2.69942 4.37687 0.21 0.42 0.47
H 1.56381 4.01742 3.66170 -0.40 0.43 0.43
H 0.97709 2.68661 2.77930 -0.27 0.18 -0.69
H 0.18253 5.98745 2.72710 0.39 0.00 -0.20
H -1.25188 5.87466 1.84540 -1.06 -0.48 0.77
H 0.00929 5.05181 1.23622 0.66 -0.90 0.27
H -1.32934 6.41614 4.99055 0.16 0.40 -0.04
C -2.01985 -3.75893 -3.94184 0.97 0.05 0.16
C -1.00775 -3.29391 -5.03838 1.58 -0.73 0.49
C 0.27916 -2.62517 -4.38182 -2.38 -0.04 0.72
C -0.31140 -4.47758 -5.84038 -1.92 0.11 0.27
C -1.31686 -5.06244 -6.81551 -0.56 0.32 -0.39
C -1.78370 -3.95730 -7.74484 0.66 -0.62 -0.69
C -2.48532 -2.78265 -7.06882 -0.09 2.20 -0.62
C -2.50830 -1.67728 -8.18347 -0.11 0.40 1.33
C -3.94324 -2.92009 -6.59926 0.35 -2.05 -0.16
N -1.58244 -2.32423 -5.98164 0.89 -0.11 -0.79
O -2.04224 -1.11491 -5.33137 0.00 -1.21 -0.31
H -2.32431 -2.91180 -3.32721 -0.22 0.26 -0.44
H -2.90163 -4.29603 -4.29124 0.18 0.08 -0.13
H -1.52407 -4.39395 -3.20765 0.24 -0.34 -0.13
H 0.94437 -3.30818 -3.85354 0.10 -0.38 -0.65
H 0.74499 -2.02156 -5.16078 0.22 0.06 0.42
H -0.15941 -2.08033 -3.54580 0.44 1.01 -0.12
H 0.57928 -4.07566 -6.32334 -0.11 -0.05 -0.24
H -0.00482 -5.28440 -5.17467 0.13 0.33 0.46
H -0.96605 -5.94428 -7.35158 0.25 0.12 -0.14
H -2.23222 -5.38275 -6.31789 0.11 -0.31 0.56
H -2.28331 -4.35001 -8.63042 -1.04 -0.07 0.38
H -0.91627 -3.57586 -8.28349 0.45 0.50 0.42
H -3.18553 -0.89066 -7.85074 0.01 0.13 -0.08
H -2.89148 -2.03112 -9.14059 0.31 -0.19 0.02
H -1.51841 -1.22245 -8.22007 0.09 -0.19 -0.54
H -4.62518 -2.07449 -6.68887 0.59 0.22 0.20
H -3.92187 -3.34676 -5.59648 -0.51 0.33 -0.03
H -4.34501 -3.70253 -7.24305 -0.47 -0.12 -0.02
H -1.34872 -0.51320 -5.61166 -0.05 0.30 0.10
C 7.11042 1.79277 2.89161 -0.05 1.12 0.08
C 6.00033 1.40588 3.90991 0.31 -2.00 -0.80
C 4.77160 2.26071 3.58035 -0.72 1.05 1.66
C 5.73684 -0.11488 3.59707 -1.10 -0.46 1.47
C 4.80699 -0.79609 4.66802 0.61 1.12 0.53
C 5.35606 -0.53765 6.09473 -0.90 -0.13 -0.62
C 5.81057 0.92958 6.41820 -0.51 -2.20 2.01
C 4.63372 1.75608 6.95833 -0.94 0.87 -0.96
C 6.77253 0.69803 7.58870 0.18 1.42 1.15
N 6.48961 1.52344 5.33954 0.50 -0.75 -3.48
O 6.95646 2.82467 5.57613 -0.11 0.19 0.34
H 7.53255 2.77251 3.11519 -0.15 0.22 0.15
H 7.98501 1.16617 2.71676 -0.31 -0.62 0.55
H 6.63871 1.92951 1.91853 -0.13 -0.16 -0.05
H 4.19123 2.20853 2.65918 1.11 -0.18 -0.55
H 3.95883 2.17266 4.30129 0.14 -0.56 0.40
H 5.07360 3.28743 3.78711 0.01 0.32 -0.55
H 5.31498 -0.26608 2.60347 -0.06 0.43 -0.12
H 6.67190 -0.67501 3.60163 0.22 0.18 0.13
H 3.80247 -0.38208 4.75545 -0.14 0.45 -0.83
H 4.61238 -1.85650 4.50760 0.46 -0.10 -0.17
H 6.06788 -1.29173 6.43057 0.55 0.28 -0.42
H 4.50383 -0.72710 6.74735 -0.02 0.10 0.30
H 4.87389 2.81785 7.01358 0.44 0.00 0.25
H 4.12837 1.48863 7.88633 0.60 -0.47 0.16
H 3.83142 1.76685 6.22056 -0.15 -0.28 -0.11
H 6.96443 1.69632 7.98202 0.43 0.09 0.24
H 7.73664 0.20775 7.45376 -0.15 -0.05 -0.78
H 6.29671 0.18064 8.42178 -0.35 -0.15 -0.17
H 7.88881 2.69627 5.38678 0.23 0.40 0.20